[1]
{"formula": "C4H11N4", "method": "ωB97M-V with the def2-TZVPD basis set", "e_lumo_ev": -2.91, "charge": 1, "homo_lumo_gap_ev": 11.3, "spin_multiplicity": 1, "de_lowest_kcal_mol": 93.9, "elements": ["N", "N", "N", "N", "C", "C", "C", "C", "H", "H", "H", "H", "H", "H", "H", "H", "H", "H", "H"], "xyz": [[0.307528, -0.237581, 0.277128], [0.956309, 1.106826, 0.358894], [2.666217, -0.416733, -0.054990], [-2.061029, -0.026990, 0.795921], [2.354308, 0.795215, -0.036106], [-0.448197, -0.135632, -0.939559], [-1.796549, 0.459542, -0.527122], [1.544045, -1.259894, 0.184574], [1.122514, 1.382723, 1.241255], [-2.584595, -0.818284, 0.864652], [-1.944881, 1.549901, -0.741372], [1.573195, -1.502704, 1.330651], [-0.776724, -0.311089, 0.889474], [0.134879, 0.295499, -1.828549], [-2.416338, 0.774731, 1.327750], [3.115833, 1.524523, -0.298558], [1.585147, -1.992405, -0.554235], [-0.724050, -1.179083, -1.186235], [-2.607617, -0.008564, -1.103578]], "atomic_forces_ev_per_a": [[2.351, 0.696, -1.083], [0.873, -2.034, -4.190], [0.099, 0.021, -0.610], [2.384, 3.994, 1.451], [-0.343, -0.416, -0.226], [-0.259, -1.104, -2.411], [-1.864, 0.405, -3.200], [-0.291, 3.021, 5.123], [-0.264, 1.142, 4.549], [-2.174, -2.409, 0.138], [0.484, -0.860, 1.015], [0.286, -0.849, -2.349], [0.429, 0.161, 1.362], [-1.100, -0.336, 1.474], [0.058, -0.991, 0.460], [-0.564, 0.520, 0.347], [-1.138, -1.539, -0.931], [0.468, 0.244, -0.224], [0.565, 0.335, -0.697]], "lowdin_charge": [-0.14, 0.10, 0.07, 0.08, -0.12, -0.18, -0.20, -0.08, 0.07, 0.10, 0.15, 0.17, 0.13, 0.17, 0.16, 0.14, 0.11, 0.14, 0.13]}

[2]
{"formula": "C4H11N4", "method": "ωB97M-V with the def2-TZVPD basis set", "e_lumo_ev": -3.86, "smiles": "[H]/N=N/[C@H]1[NH2+]CCN1C", "charge": 1, "homo_lumo_gap_ev": 9.1, "spin_multiplicity": 1, "de_lowest_kcal_mol": 101.6, "elements": ["N", "N", "N", "N", "C", "C", "C", "C", "H", "H", "H", "H", "H", "H", "H", "H", "H", "H", "H"], "xyz": [[1.245028, -0.657631, 0.316819], [-0.626626, -1.472455, -0.665821], [2.407687, -0.144008, 0.455232], [-0.263586, 0.764745, -0.558577], [0.507995, 1.959718, -0.278787], [-1.289221, 0.448436, 0.477351], [0.429327, -0.463418, -0.835976], [-1.202047, -1.101409, 0.621016], [2.648705, -0.396449, 1.442461], [0.122691, 2.514605, 0.560677], [-0.217879, -2.439036, -0.677134], [-1.205090, -1.320384, -1.480223], [1.597256, 1.525217, 0.070653], [-2.221830, 0.792566, -0.114075], [1.005417, -0.385938, -1.731230], [-0.478377, -1.400300, 1.394924], [-1.011594, 0.886599, 1.424247], [0.575128, 2.629618, -1.177844], [-2.022990, -1.740468, 0.756295]], "atomic_forces_ev_per_a": [[3.202, -0.648, 1.675], [2.096, -1.243, -1.463], [-2.659, -1.450, -0.485], [-1.094, -0.149, 0.579], [3.090, -0.826, -0.605], [-1.243, -0.661, -2.036], [2.353, 2.232, 1.269], [0.100, 0.766, 0.895], [0.120, 0.376, -0.701], [-0.351, 0.081, 0.137], [-0.514, 0.918, -0.069], [-0.918, -0.358, -0.131], [-2.231, 2.023, -0.993], [0.802, -0.445, 2.232], [-0.057, -0.617, -1.150], [-0.365, 0.368, -0.474], [-0.674, 0.453, 0.173], [0.164, -0.729, 0.892], [-1.822, -0.091, 0.254]], "lowdin_charge": [-0.05, 0.12, 0.13, -0.16, -0.05, -0.08, -0.33, -0.10, 0.10, 0.08, 0.22, 0.19, 0.11, 0.16, 0.17, 0.13, 0.12, 0.11, 0.12]}

[3]
{"formula": "C4H11N4", "method": "ωB97M-V with the def2-TZVPD basis set", "e_lumo_ev": -3.55, "charge": 1, "homo_lumo_gap_ev": 9.8, "spin_multiplicity": 1, "de_lowest_kcal_mol": 129.2, "elements": ["N", "N", "N", "N", "C", "C", "C", "C", "H", "H", "H", "H", "H", "H", "H", "H", "H", "H", "H"], "xyz": [[-1.437412, -1.981872, -0.516924], [-2.698601, 1.697903, 0.100853], [-3.054692, 0.537797, 0.171338], [-0.784398, -0.925189, -0.007068], [2.354694, 0.962641, -0.530498], [1.265847, 0.378980, 0.383003], [2.744008, 0.094036, 0.589232], [0.439836, -0.686756, -0.242074], [1.025090, -1.429035, -0.803180], [2.222739, 0.478177, -1.506351], [3.128215, 0.748026, 1.432557], [0.673332, 1.032680, 1.006558], [-4.107646, 0.404360, 0.160139], [3.298504, -0.726293, 0.427459], [-1.294541, -0.031852, 0.338776], [-0.779657, -2.674184, -0.823122], [-2.152368, -2.527905, 0.017839], [2.428962, 2.132798, -0.472871], [-3.271915, 2.515680, 0.274335]], "atomic_forces_ev_per_a": [[-1.862, -1.948, -0.813], [2.909, 0.462, 0.801], [-2.422, -0.094, -0.747], [0.086, 2.878, 1.367], [-1.216, 1.962, -0.674], [-1.332, -0.881, -1.035], [-0.760, 5.152, 2.093], [2.795, -0.433, 0.607], [-0.413, 0.086, 0.046], [0.756, 0.719, 0.126], [-0.421, -1.263, -0.853], [0.453, 0.130, 0.418], [0.712, 0.135, 0.588], [1.169, -3.274, -0.470], [-0.266, -2.407, -0.416], [0.439, -0.115, -0.365], [0.834, 1.704, 0.148], [0.105, -2.651, -0.333], [-1.567, -0.163, -0.487]], "lowdin_charge": [0.08, 0.02, -0.02, -0.03, -0.10, -0.22, -0.09, -0.01, 0.16, 0.11, 0.15, 0.14, 0.11, 0.07, 0.14, 0.10, 0.15, 0.16, 0.08]}

[4]
{"formula": "C4H11N4", "method": "ωB97M-V with the def2-TZVPD basis set", "e_lumo_ev": [-3.80, -3.80], "charge": 1, "homo_lumo_gap_ev": [7.9, 7.9], "spin_multiplicity": 1, "de_lowest_kcal_mol": 145.3, "elements": ["N", "N", "N", "N", "C", "C", "C", "C", "H", "H", "H", "H", "H", "H", "H", "H", "H", "H", "H"], "xyz": [[-2.364417, -0.457600, -0.316452], [2.090024, -0.069993, 0.026919], [1.052563, 0.351247, -0.746221], [-0.165504, 0.063405, -0.743767], [-3.357739, 0.499086, 0.205916], [-0.982668, -0.403425, 0.168517], [2.540870, -1.309874, -0.040760], [2.961670, 1.057270, 0.249856], [-3.438026, 0.563455, 1.315240], [1.991328, -2.113051, -0.422954], [3.607529, -1.564949, 0.066960], [3.935999, 0.683908, 0.616196], [2.962905, 1.621826, -0.675540], [-0.489959, -0.628196, 1.131948], [-4.468637, 0.280721, -0.040607], [2.347655, 1.560675, 1.059302], [-2.248998, -0.275711, -1.267937], [-3.109723, 1.508690, -0.254887], [-2.864872, -1.367487, -0.331722]], "atomic_forces_ev_per_a": [[-1.232, -1.540, 2.032], [1.145, -4.293, -0.958], [-0.728, 1.451, -1.918], [-2.093, -0.400, 0.517], [-2.323, 2.545, 0.394], [2.975, 0.028, -0.131], [1.254, 2.062, 0.630], [-0.471, 0.288, 2.272], [0.946, -0.165, -0.804], [-1.472, -0.669, -0.337], [-0.563, 0.732, 0.534], [-0.513, 0.562, -0.268], [0.306, 0.165, 0.185], [-1.822, -0.325, -0.026], [2.061, -0.195, -0.343], [1.439, 0.285, -0.847], [0.404, 0.665, -2.336], [-0.310, -1.216, 0.929], [0.998, 0.019, 0.475]], "lowdin_charge": [-0.01, -0.22, -0.03, -0.02, -0.03, -0.16, 0.14, 0.00, 0.11, 0.08, 0.11, 0.11, 0.10, 0.13, 0.13, 0.13, 0.13, 0.12, 0.19]}

[5]
{"formula": "C4H11N4", "method": "ωB97M-V with the def2-TZVPD basis set", "e_lumo_ev": -3.50, "charge": 1, "homo_lumo_gap_ev": 9.1, "spin_multiplicity": 1, "de_lowest_kcal_mol": 117.7, "elements": ["N", "N", "N", "N", "C", "C", "C", "C", "H", "H", "H", "H", "H", "H", "H", "H", "H", "H", "H"], "xyz": [[0.163933, 1.564915, 2.037835], [-0.624966, 2.013498, 0.962377], [0.467552, -0.412744, -0.726137], [-0.536737, 1.480452, -0.206685], [1.387588, -1.414614, -1.210437], [-1.649019, -1.626926, -0.184241], [0.788372, 0.991990, -0.644577], [-0.751137, -0.511653, -0.331363], [0.911700, 2.217771, 2.256642], [-2.450497, -1.536025, -0.916789], [-2.123535, -1.584150, 0.795802], [1.315435, -2.324970, -0.615753], [-0.396268, 1.422446, 2.870896], [2.400600, -1.026022, -1.139734], [1.593172, 1.192750, 0.070306], [1.176968, -1.657556, -2.252810], [-1.549505, 2.382659, 1.172342], [-1.154906, -2.588669, -0.316112], [1.031251, 1.416849, -1.621562]], "atomic_forces_ev_per_a": [[0.057, -0.303, -0.030], [0.234, 0.657, 0.711], [-0.464, 0.011, 0.086], [-0.981, -2.551, -0.729], [0.442, -0.627, -0.411], [-0.107, -0.601, -0.041], [0.418, 0.423, 0.203], [0.601, 2.987, 0.563], [-0.261, 0.100, -0.115], [-0.069, 0.040, -0.109], [0.002, -0.003, 0.041], [-0.041, 0.120, 0.015], [-0.085, -0.016, -0.122], [-0.004, -0.028, 0.036], [-0.135, -0.170, -0.112], [0.015, 0.057, 0.035], [0.350, 0.054, -0.065], [-0.004, -0.174, -0.009], [0.031, 0.023, 0.054]], "lowdin_charge": [0.07, -0.13, -0.11, 0.04, 0.02, -0.01, -0.12, -0.02, 0.10, 0.11, 0.10, 0.11, 0.10, 0.10, 0.13, 0.11, 0.16, 0.09, 0.14]}

[6]
{"formula": "C4H11N5", "method": "ωB97M-V with the def2-TZVPD basis set", "e_lumo_ev": -8.80, "smiles": "[H]/N=C/[C@@H](C[NH3+])C(=[NH2+])/N=N/[H]", "charge": 2, "homo_lumo_gap_ev": 9.0, "spin_multiplicity": 1, "de_lowest_kcal_mol": 64.0, "elements": ["N", "N", "N", "N", "N", "C", "C", "C", "C", "H", "H", "H", "H", "H", "H", "H", "H", "H", "H", "H"], "xyz": [[0.536308, 2.061932, 1.907697], [-0.079036, -2.004756, -0.753437], [0.453924, -0.024006, -2.073263], [0.118118, 3.165275, 1.891523], [-0.102791, 0.119130, 2.797240], [0.129042, 0.720261, -0.809393], [0.777233, -0.014997, 0.334028], [0.388389, -1.588932, 0.348261], [0.277325, 0.818039, 1.785165], [0.759992, 3.968663, 1.911949], [0.093241, -1.022092, -1.871672], [0.024784, 0.506777, -2.856844], [1.908611, 0.028784, 0.344352], [-0.309639, 0.496183, 3.698893], [0.924438, -2.198377, 1.195538], [1.478659, -0.059321, -2.249264], [-0.159860, -0.886823, 2.805335], [-0.906217, 0.645711, -0.634497], [0.375820, 1.764831, -0.949246], [-0.229157, -2.992463, -0.672531]], "atomic_forces_ev_per_a": [[2.666, 0.192, -0.447], [-0.342, -0.868, 2.298], [0.447, 1.754, -0.884], [-2.574, 1.866, -0.941], [-0.496, -1.646, 1.150], [1.047, -0.617, -0.502], [0.032, 0.242, 2.944], [2.396, 2.003, 0.455], [0.787, -2.597, -2.803], [0.798, -0.469, 0.691], [-0.152, 0.300, -0.471], [0.242, -0.820, 0.250], [-1.161, 0.118, 0.112], [-0.195, 0.693, 0.487], [-1.644, 0.756, -1.450], [-0.718, 0.092, 0.066], [0.177, -0.082, -0.353], [-1.530, -0.030, -0.279], [0.342, 0.144, 0.290], [-0.122, -1.031, -0.614]], "lowdin_charge": [0.06, 0.13, 0.16, 0.28, 0.25, -0.14, -0.09, -0.08, -0.21, 0.15, 0.08, 0.19, 0.17, 0.16, 0.18, 0.19, 0.13, 0.13, 0.14, 0.12]}

[7]
{"formula": "C4H11NO", "method": "ωB97M-V with the def2-TZVPD basis set", "s_squared": 0.76, "e_lumo_ev": [4.25, 4.26], "charge": -1, "homo_lumo_gap_ev": [7.4, 6.5], "spin_multiplicity": 2, "de_lowest_kcal_mol": 36.9, "elements": ["O", "N", "C", "C", "C", "C", "H", "H", "H", "H", "H", "H", "H", "H", "H", "H", "H"], "xyz": [[1.190069, -0.520502, -2.344020], [0.778926, 0.298599, 0.903394], [-0.985414, 1.553137, -0.409213], [0.502508, 1.282410, -0.136018], [0.761805, -1.105590, 0.612781], [-0.617596, -1.682724, 0.234132], [-1.330208, 2.559647, -0.105627], [-0.534107, -2.781902, 0.192839], [1.031860, 2.200071, 0.163425], [-1.402900, -1.381059, 0.944842], [0.929887, 0.884933, -1.058882], [0.802040, 0.650035, 1.840801], [1.175397, -1.610775, 1.491705], [-1.244609, 1.403710, -1.458937], [1.388030, -1.248064, -0.256918], [-0.845631, -1.350893, -0.769903], [-1.600052, 0.848970, 0.155603]], "atomic_forces_ev_per_a": [[-0.026, -0.037, -0.054], [0.098, 1.040, -0.170], [-0.612, 0.309, 0.277], [0.150, -0.376, 0.514], [-0.589, 0.179, 0.342], [0.426, -0.363, 0.403], [0.252, -0.224, -0.121], [-0.183, 0.240, 0.080], [-0.169, -0.066, -0.274], [0.167, -0.168, -0.145], [0.245, 0.077, -0.273], [-0.211, -0.349, 0.144], [0.016, -0.173, -0.098], [0.161, 0.072, -0.058], [0.400, -0.334, -0.339], [-0.184, 0.165, -0.234], [0.059, 0.008, 0.008]], "lowdin_charge": [-0.68, -0.12, -0.12, -0.29, -0.32, -0.13, 0.05, 0.06, 0.10, 0.05, 0.02, 0.08, 0.10, 0.06, 0.05, 0.04, 0.04]}